<a>
C7H10O3 as an isolated structure, computed with ωB97M-V/def2-TZVPD.

Results
Kohn-Sham gap, eV: 9.79

```
! wB97M-V def2-TZVPD RIJCOSX def2/J DEFGRID3
* xyz 0 1
O 3.056 -2.181 0.834
C 2.380 -1.189 0.783
C 0.926 -0.831 1.080
C 1.141 0.210 2.199
C 2.357 1.003 1.613
C 2.568 0.243 0.285
C 1.103 0.079 -0.160
C 0.632 -0.176 -1.527
O 0.292 1.170 -0.455
H 0.131 -1.574 1.174
H 0.254 0.844 2.317
H 1.369 -0.264 3.161
H 2.113 2.056 1.426
H 3.245 0.954 2.255
H 3.373 0.548 -0.391
H 1.398 0.000 -2.290
H 0.076 -1.118 -1.619
O -0.909 0.887 -2.486
H -0.745 1.531 -1.495
H -0.491 1.226 -3.281
*
```


<b>
A single C7H10O3 molecule, computed with ωB97M-V/def2-TZVPD.

Results
Kohn-Sham gap, eV: 9.65
SMILES: CC(C)(C)c1coc(=O)o1

```
! wB97M-V def2-TZVPD RIJCOSX def2/J DEFGRID3
* xyz 0 1
C 1.598 -1.422 0.011
C 0.821 -0.247 0.085
C 3.011 0.279 -0.025
C -1.603 -1.073 -0.156
C -0.797 0.935 -1.246
C -0.960 0.815 1.371
C -0.608 0.139 0.030
O 3.944 1.005 -0.074
O 2.927 -1.118 0.013
O 1.796 0.775 0.074
H 1.224 -2.410 -0.177
H -2.398 -0.727 -0.787
H -1.067 -1.836 -0.540
H -2.017 -1.571 0.759
H -1.753 1.608 -1.191
H -0.878 0.228 -1.980
H 0.041 1.734 -1.354
H -2.045 1.151 1.328
H -0.228 1.607 1.677
H -1.009 0.128 2.182
*
```


<b> takes first place; second place is 87.2 kcal/mol up.


<a>
A 2-piece molecular cluster, C2H9NO2 overall, computed with ωB97M-V/def2-TZVPD.

Results
Kohn-Sham gap, eV: 10.00
SMILES: NCCO.O

```
! wB97M-V def2-TZVPD RIJCOSX def2/J DEFGRID3
* xyz 0 1
C 0.224 1.395 -1.109
O -0.142 1.496 -2.463
C -0.792 0.551 -0.337
N -0.146 -0.166 0.757
H 1.200 0.912 -0.963
H 0.338 2.379 -0.638
H -0.061 2.408 -2.748
H -1.567 1.181 0.104
H -1.289 -0.093 -1.073
H 0.447 -0.944 0.455
H -0.847 -0.599 1.353
H 1.541 -2.647 2.336
H 0.659 -2.841 3.577
O 0.619 -2.762 2.613
*
```


<b>
A 3-piece molecular cluster, C2H9NO2 overall, computed with ωB97M-V/def2-TZVPD.

Results
Kohn-Sham gap, eV: 7.26

```
! wB97M-V def2-TZVPD RIJCOSX def2/J DEFGRID3
* xyz 0 1
C -1.135 -0.463 0.480
C -1.335 0.772 -0.347
O -1.466 -1.669 -0.065
H -1.582 -1.591 -1.022
H -1.585 -0.400 1.472
H 1.241 0.667 0.544
H -2.397 0.971 -0.527
H -0.894 1.632 0.157
H -0.863 0.666 -1.326
N 1.495 -0.312 0.541
O 2.869 0.577 -0.591
H 3.670 0.667 -0.059
H 1.650 -0.973 -0.209
H 0.331 -0.543 0.953
*
```


<c>
A 3-piece molecular cluster, C2H9NO2 overall, computed with ωB97M-V/def2-TZVPD.

Results
Kohn-Sham gap, eV: 9.56
SMILES: C=CN.O.O

```
! wB97M-V def2-TZVPD RIJCOSX def2/J DEFGRID3
* xyz 0 1
C -0.899 0.665 -1.101
C -1.279 -0.520 -0.627
N -0.515 -1.668 -0.663
H -0.085 0.762 -1.805
H -1.384 1.599 -0.852
H -2.183 -0.631 -0.036
H 0.213 -1.682 -1.361
H -1.022 -2.537 -0.574
H -0.033 1.461 0.833
H -0.112 2.387 2.053
O -0.035 1.457 1.802
H 2.640 -0.240 1.541
H 1.962 -0.408 0.126
O 2.731 -0.644 0.663
*
```


<a> takes first place; second place is 3.3 kcal/mol up.


<a>
An isolated ion of composition C4H9N2 and charge +1, computed with ωB97M-V/def2-TZVPD.

Results
Kohn-Sham gap (alpha / beta), eV: 7.62 / 7.63

```
! wB97M-V def2-TZVPD RIJCOSX def2/J DEFGRID3
* xyz 1 3
C -1.213 -0.353 0.023
C 1.284 -0.712 -0.186
C -2.133 0.900 -0.043
C 2.502 -0.074 -0.018
N 0.225 -0.016 -0.187
N -1.528 -1.483 0.311
H 1.251 -1.747 -0.311
H -3.125 0.685 0.102
H -2.102 1.473 -1.062
H -1.810 1.539 0.734
H 2.316 0.910 0.399
H 3.175 0.043 -0.889
H 3.244 -0.521 0.750
H 0.373 1.036 -0.131
H -2.459 -1.680 0.505
*
```


<b>
An isolated ion of composition C4H9N2 and charge +1, computed with ωB97M-V/def2-TZVPD.

Results
Kohn-Sham gap (alpha / beta), eV: 6.60 / 6.48

```
! wB97M-V def2-TZVPD RIJCOSX def2/J DEFGRID3
* xyz 1 3
C 0.344 1.447 -0.068
C -1.147 1.225 0.219
C -0.818 -0.328 0.364
C 1.866 -0.502 0.164
N 0.665 0.244 0.131
N -1.227 -1.172 -0.653
H 1.042 2.247 -0.534
H -1.419 1.598 1.187
H -1.933 1.537 -0.569
H -0.914 -0.730 1.326
H 2.269 -0.588 1.171
H 2.479 -0.041 -0.634
H 1.584 -1.618 -0.198
H -1.629 -0.822 -1.492
H -1.061 -2.167 -0.425
*
```


<a> takes first place; second place is 19.7 kcal/mol up.


<a>
C25H37Cl2N6O8RbS as an isolated structure, computed with ωB97M-V/def2-TZVPD.

Results
Kohn-Sham gap, eV: 7.54

```
! wB97M-V def2-TZVPD RIJCOSX def2/J DEFGRID3
* xyz 0 1
Rb 1.041 -0.107 -0.393
C -4.352 -1.038 0.240
N -3.057 -1.685 0.074
C -2.977 -2.762 -0.910
C -1.936 -1.247 0.685
O -0.832 -1.751 0.503
C -2.117 -0.092 1.678
O -0.911 0.562 2.000
C -0.085 -0.128 2.936
C 1.286 0.548 2.894
O 1.901 0.547 1.834
N 1.765 1.105 4.028
C 1.043 1.121 5.297
C 3.110 1.675 4.027
H -5.122 -1.730 -0.091
H -4.433 -0.129 -0.363
H -4.553 -0.795 1.282
H -3.395 -2.428 -1.861
H -3.533 -3.635 -0.561
H -1.939 -3.035 -1.054
H -2.610 -0.480 2.578
H -2.762 0.671 1.241
H 0.063 -1.163 2.622
H -0.553 -0.116 3.919
H 1.009 0.138 5.773
H 0.026 1.491 5.180
H 1.562 1.799 5.969
H 3.485 1.692 3.011
H 3.773 1.079 4.660
H 3.072 2.700 4.397
O 1.229 -0.724 -2.804
C 0.402 -1.373 -3.426
C -1.024 -1.104 -3.546
C -1.732 -1.876 -4.462
C -3.065 -1.649 -4.695
C -3.736 -0.608 -4.027
C -3.074 0.152 -3.110
C -1.692 -0.074 -2.780
O -1.123 0.587 -1.863
N -3.784 -2.481 -5.648
O -4.987 -2.308 -5.763
O -3.165 -3.342 -6.252
H 0.736 -2.266 -3.995
H -1.228 -2.664 -5.011
H -4.777 -0.432 -4.260
H -3.574 0.962 -2.590
Cl 5.742 -0.660 -0.046
C 5.404 0.750 -1.063
Cl 3.703 1.234 -1.075
H 5.700 0.517 -2.074
H 5.976 1.577 -0.669
S 2.204 4.008 1.765
C 0.621 4.083 1.188
N -0.434 3.924 2.020
C -1.823 3.716 1.615
C -1.880 3.358 0.143
C -1.029 4.339 -0.634
N 0.330 4.302 -0.104
H -0.172 3.756 2.973
H -2.414 4.615 1.804
H -2.238 2.909 2.220
H -2.914 3.379 -0.206
H -1.471 2.366 -0.025
H -1.443 5.348 -0.554
H -0.983 4.069 -1.684
H 1.094 4.206 -0.752
C 4.520 -4.701 0.584
C 4.077 -4.220 -0.638
C 3.130 -3.208 -0.644
N 2.615 -2.680 0.468
C 3.045 -3.154 1.636
C 3.995 -4.157 1.747
H 5.264 -5.486 0.629
H 4.467 -4.610 -1.569
H 2.773 -2.791 -1.583
H 2.617 -2.700 2.525
H 4.315 -4.502 2.722
O 0.618 2.644 -2.567
H 1.254 2.219 -3.151
H -0.035 1.943 -2.363
*
```


<b>
C25H37Cl2N6O8RbS as an isolated structure, computed with ωB97M-V/def2-TZVPD.

Results
Kohn-Sham gap, eV: 7.41

```
! wB97M-V def2-TZVPD RIJCOSX def2/J DEFGRID3
* xyz 0 1
Rb -0.152 0.254 0.239
C 0.794 2.023 5.392
N -0.427 2.566 4.811
C -1.341 3.211 5.735
C -0.657 2.428 3.495
O 0.097 1.799 2.752
C -1.910 3.102 2.921
O -1.979 2.992 1.528
C -1.051 3.822 0.854
C -1.227 3.579 -0.632
O -0.369 2.942 -1.243
N -2.306 4.087 -1.247
C -3.439 4.689 -0.570
C -2.446 3.826 -2.676
H 0.620 1.042 5.835
H 1.152 2.711 6.157
H 1.550 1.923 4.618
H -1.443 2.591 6.627
H -2.330 3.329 5.304
H -0.968 4.192 6.040
H -1.949 4.154 3.233
H -2.793 2.595 3.314
H -0.021 3.566 1.102
H -1.223 4.878 1.100
H -3.173 5.008 0.433
H -4.265 3.978 -0.493
H -3.773 5.560 -1.133
H -2.562 2.757 -2.860
H -1.576 4.199 -3.215
H -3.340 4.333 -3.031
O 1.838 -1.549 1.450
C 2.907 -2.066 1.144
C 3.643 -1.920 -0.087
C 4.827 -2.659 -0.175
C 5.613 -2.603 -1.296
C 5.246 -1.791 -2.390
C 4.105 -1.055 -2.335
C 3.226 -1.061 -1.185
O 2.185 -0.368 -1.169
N 6.833 -3.377 -1.356
O 7.128 -4.073 -0.397
O 7.509 -3.304 -2.371
H 3.397 -2.739 1.874
H 5.135 -3.287 0.652
H 5.890 -1.765 -3.258
H 3.818 -0.417 -3.161
Cl -2.822 -3.055 2.619
C -2.616 -1.486 3.403
Cl -2.971 -0.143 2.288
H -1.579 -1.387 3.712
H -3.312 -1.425 4.231
S -3.046 0.332 -1.797
C -1.788 -0.108 -2.851
N -0.695 0.648 -2.991
C 0.440 0.295 -3.835
C 0.561 -1.215 -3.897
C -0.762 -1.814 -4.343
N -1.859 -1.238 -3.572
H -0.646 1.503 -2.446
H 1.331 0.722 -3.377
H 0.314 0.721 -4.836
H 0.829 -1.574 -2.905
H 1.353 -1.503 -4.588
H -0.768 -2.893 -4.184
H -0.923 -1.630 -5.410
H -2.677 -1.794 -3.391
C -1.159 -5.225 -1.437
C -2.254 -4.408 -1.199
C -2.033 -3.081 -0.858
N -0.816 -2.550 -0.751
C 0.229 -3.346 -0.972
C 0.111 -4.684 -1.320
H -1.294 -6.266 -1.703
H -3.265 -4.787 -1.267
H -2.862 -2.406 -0.673
H 1.206 -2.886 -0.867
H 0.998 -5.278 -1.489
O 0.468 -0.855 3.784
H 0.524 0.060 3.469
H 0.991 -1.345 3.124
*
```


<b> takes first place; second place is 28.1 kcal/mol up.


<a>
C4H3NS as an isolated structure, computed with ωB97M-V/def2-TZVPD.

Results
Kohn-Sham gap, eV: 7.14

```
! wB97M-V def2-TZVPD RIJCOSX def2/J DEFGRID3
* xyz 0 1
C -0.304 -0.045 -0.073
C 0.365 1.199 -0.095
C 1.646 0.673 0.079
C 0.715 -1.122 -0.077
H -0.294 2.202 -0.246
H 2.454 1.370 0.370
H 0.293 -2.172 0.020
N 1.900 -0.651 0.010
S -1.893 -0.067 0.049
*
```


<b>
C4H3NS as an isolated structure, computed with ωB97M-V/def2-TZVPD.

Results
Kohn-Sham gap, eV: 8.79

```
! wB97M-V def2-TZVPD RIJCOSX def2/J DEFGRID3
* xyz 0 1
C -3.331 -1.014 0.011
C -4.234 -0.081 0.104
C -1.431 -0.314 -0.008
C 0.018 -0.043 0.068
N -2.081 -1.410 -0.117
S -2.737 1.077 -0.018
H 0.304 -0.062 1.019
H 0.115 0.961 -0.188
H 0.487 -0.722 -0.651
*
```


<a> takes first place; second place is 43.6 kcal/mol up.


<a>
A 3-piece molecular cluster, C2H13N2O2 overall, computed with ωB97M-V/def2-TZVPD.

Results
Kohn-Sham gap, eV: 10.35

```
! wB97M-V def2-TZVPD RIJCOSX def2/J DEFGRID3
* xyz 1 1
N -0.530 -0.539 -0.377
C -1.775 -0.026 0.353
C -3.028 -0.679 -0.290
N -2.670 -1.453 -1.457
H -0.970 -1.197 -1.063
H 0.066 0.105 -0.893
H 0.059 -1.064 0.254
H -1.622 -0.229 1.406
H -1.784 1.044 0.187
H -3.605 -1.264 0.425
H -3.649 0.166 -0.584
H -2.601 -2.446 -1.238
H -3.334 -1.461 -2.217
H 5.111 -0.626 3.641
H 6.494 -0.773 2.914
O 5.603 -0.401 2.842
H 1.938 2.861 -0.777
H 1.327 3.499 -1.919
O 1.110 2.816 -1.280
*
```


<b>
A 3-piece molecular cluster, C2H13N2O2 overall, computed with ωB97M-V/def2-TZVPD.

Results
Kohn-Sham gap, eV: 10.35

```
! wB97M-V def2-TZVPD RIJCOSX def2/J DEFGRID3
* xyz 1 1
C 1.244 -0.958 1.204
N 0.301 -0.197 2.081
C 0.647 -1.277 -0.129
N -0.343 -0.195 -0.606
H 2.072 -0.240 1.153
H 1.618 -1.754 1.899
H 0.603 -0.235 3.048
H -0.678 -0.389 1.952
H 1.378 -1.380 -1.008
H 0.112 -2.228 -0.166
H -1.163 -0.641 -1.045
H 0.169 0.386 -1.279
H -0.617 0.066 0.349
H 2.370 1.924 -1.669
H 1.520 2.879 -2.432
O 1.439 2.154 -1.790
H -3.908 0.491 -1.230
H -3.460 1.148 0.153
O -3.305 0.446 -0.485
*
```


<a> takes first place; second place is 11.9 kcal/mol up.


<a>
A 2-piece molecular cluster, C6H14N3 overall, computed with ωB97M-V/def2-TZVPD.

Results
Kohn-Sham gap, eV: 10.78

```
! wB97M-V def2-TZVPD RIJCOSX def2/J DEFGRID3
* xyz 1 1
C -1.025 -2.162 0.326
C -0.190 -1.080 -0.304
C -2.707 0.460 0.342
C 1.556 0.669 -1.486
C 2.245 1.045 0.890
C 1.041 0.959 -0.049
N -2.398 0.364 -0.833
N 0.223 -0.095 0.339
N -2.541 0.420 1.541
H -1.704 -2.136 -0.425
H -0.611 -3.182 0.286
H 0.036 -1.237 -1.287
H 2.013 1.397 -2.065
H 2.013 -0.257 -1.624
H 0.538 0.488 -1.967
H 2.972 1.729 0.403
H 2.845 0.121 0.896
H 2.133 1.576 1.877
H 0.476 1.878 -0.135
H -1.435 -1.985 1.229
H -2.409 1.038 -1.542
H -3.087 0.141 2.287
H 0.016 -0.151 1.302
*
```


<b>
C6H14N3 as an isolated structure, computed with ωB97M-V/def2-TZVPD.

Results
Kohn-Sham gap, eV: 10.56

```
! wB97M-V def2-TZVPD RIJCOSX def2/J DEFGRID3
* xyz 1 1
C 2.961 1.014 -2.179
C 2.255 0.515 -1.313
C -1.912 1.315 1.036
C -1.322 -1.574 0.535
C 1.899 -0.446 0.863
C -0.193 -0.445 -1.235
N -2.010 0.735 -0.319
N -1.196 -0.498 -0.418
N 1.347 0.361 -0.316
H 3.682 1.398 -2.830
H -2.545 0.870 1.854
H -0.890 1.015 1.417
H -2.130 2.369 0.919
H -0.565 -1.350 1.313
H -2.300 -1.566 1.012
H -1.314 -2.638 0.256
H 1.331 -0.039 1.749
H 1.664 -1.484 0.683
H 3.024 -0.224 0.967
H 0.369 -1.376 -1.567
H -0.407 0.348 -2.006
H -2.937 0.375 -0.412
H 1.188 1.323 -0.008
*
```


<a> takes first place; second place is 70.0 kcal/mol up.


<a>
A 2-piece molecular cluster, C2H3BrN2 overall, computed with ωB97M-V/def2-TZVPD.

Results
Kohn-Sham gap (alpha / beta), eV: 9.81 / 6.86

```
! wB97M-V def2-TZVPD RIJCOSX def2/J DEFGRID3
* xyz 0 1
C 0.213 0.024 -0.113
C -1.132 0.422 -0.475
N 1.413 0.452 -0.371
N 1.246 -0.875 0.223
Br 2.634 -1.461 2.457
H -1.391 -0.240 -1.310
H -1.138 1.606 -0.687
H -1.846 0.073 0.275
*
```


<b>
A 2-piece molecular cluster, C2H3BrN2 overall, computed with ωB97M-V/def2-TZVPD.

Results
Kohn-Sham gap, eV: 7.95

```
! wB97M-V def2-TZVPD RIJCOSX def2/J DEFGRID3
* xyz 0 1
C -0.070 -0.823 0.890
C 0.963 -0.785 -0.125
N -1.639 2.178 0.556
N -0.997 2.580 -0.243
Br -1.792 -0.668 0.298
H 0.586 -0.292 -0.942
H 0.970 -1.828 -0.425
H 1.979 -0.362 -0.009
*
```


<b> takes first place; second place is 41.0 kcal/mol up.